1.
Molecular formula: C30H28NO4
Method: DFT, ωB97M-V/def2-TZVPD

The calculation puts the HOMO-LUMO gap at 4.31 eV. Its net charge is +1. As for the spin multiplicity: 1. The calculation puts the total energy at -41238.031 eV.

Positions of all 63 atoms, in Å:
H 1.080 0.946 -0.113
C 0.874 2.049 -0.070
H -0.208 2.149 0.039
C 1.544 2.665 1.114
C 1.051 2.432 2.504
O 1.614 2.849 3.505
O -0.093 1.726 2.555
C -0.625 1.691 3.893
C -2.010 1.106 3.830
C 2.585 3.518 1.005
N 2.999 3.954 -0.228
C 2.364 3.564 -1.382
C 1.304 2.733 -1.332
C 0.538 2.597 -2.609
O 0.902 3.073 -3.672
O -0.611 1.913 -2.472
C -1.390 1.944 -3.684
C -2.696 1.246 -3.406
H 0.036 1.089 4.530
H -0.650 2.717 4.282
H -2.413 0.979 4.842
H -2.689 1.776 3.289
H -2.016 0.125 3.337
H 3.122 3.914 1.868
H 3.738 4.645 -0.283
H 2.750 3.984 -2.313
H -1.549 2.990 -3.984
H -0.842 1.430 -4.483
H -3.252 1.086 -4.339
H -2.532 0.268 -2.938
H -3.330 1.844 -2.739
C 0.091 -1.493 0.073
C 0.301 -1.451 1.502
C 1.540 -1.051 2.057
C 1.822 -1.306 3.393
C 0.867 -1.926 4.210
C -0.400 -2.228 3.697
C -0.681 -1.998 2.356
C -1.197 -1.522 -0.597
C -0.998 -2.039 -1.925
C -2.069 -2.451 -2.710
C -3.363 -2.317 -2.189
C -3.577 -1.715 -0.937
C -2.500 -1.300 -0.139
C 0.415 -2.317 -2.096
C 1.076 -2.015 -0.851
C 2.355 -2.507 -0.606
C 3.020 -3.185 -1.629
C 2.379 -3.446 -2.857
C 1.058 -3.032 -3.090
H 2.259 -0.530 1.423
H 2.793 -1.029 3.797
H 1.100 -2.139 5.251
H -1.175 -2.649 4.335
H -1.649 -2.273 1.940
H -1.876 -2.874 -3.696
H -4.215 -2.656 -2.778
H -4.596 -1.602 -0.563
H -2.668 -0.815 0.820
H 2.800 -2.379 0.378
H 4.036 -3.540 -1.452
H 2.921 -3.972 -3.637
H 0.538 -3.243 -4.025



2.
Molecular formula: C4H6N2S2
Method: DFT, ωB97M-V/def2-TZVPD

The calculation puts the HOMO-LUMO gap at 8.49 eV. Its relative energy (zero: lowest compared OMol25 entry of this formula, charge and spin) is 98.1 kcal/mol. As for the spin multiplicity: 1. The calculation puts the total energy at -28891.957 eV.

Positions of all 14 atoms, in Å:
C 0.552 0.757 1.404
C -0.360 1.405 0.491
C -0.608 -0.926 -0.239
C -0.823 0.067 0.883
H 2.277 -0.481 1.106
H 2.079 0.869 -0.012
H 0.509 0.977 2.476
H -0.847 2.482 0.830
H 0.601 -0.407 -2.155
H -1.604 -0.351 1.597
N 2.011 0.558 1.003
N -0.343 -0.115 -1.341
S 0.111 1.619 -1.117
S -0.564 -2.494 0.072



3.
Molecular formula: C39H100BeN7O12
Method: DFT, ωB97M-V/def2-TZVPD

The calculation puts the HOMO-LUMO gap (spin up / spin down) at 3.42 / 2.54 eV. Its net charge is +2. As for the spin multiplicity: 2. As for the expectation value of S²: 0.754. The calculation puts the total energy at -77436.496 eV.

Positions of all 159 atoms, in Å:
Be 14.364 4.045 -0.268
C 16.824 0.860 1.745
C 16.893 1.156 0.257
C 16.178 0.066 -0.481
O 16.338 2.416 0.010
H 15.766 0.939 1.999
H 17.384 1.597 2.320
H 17.200 -0.137 1.975
H 17.948 1.145 -0.015
H 15.156 -0.083 -0.132
H 16.773 -0.835 -0.329
H 16.079 0.215 -1.556
C 11.856 -2.884 8.204
O 11.763 -3.483 6.914
C 10.429 -3.555 6.452
C 10.445 -4.147 5.016
N 10.997 -3.156 4.046
C 11.420 -3.885 2.846
C 12.389 -2.895 2.085
O 13.580 -2.624 2.826
C 14.473 -1.702 2.226
H 11.786 -3.669 8.956
H 11.085 -2.144 8.420
H 12.827 -2.392 8.255
H 9.956 -2.573 6.435
H 9.803 -4.195 7.075
H 9.441 -4.412 4.686
H 11.220 -4.914 4.997
H 11.793 -2.689 4.457
H 10.553 -4.144 2.239
H 12.014 -4.775 3.055
H 11.837 -1.968 1.929
H 12.541 -3.379 1.120
H 15.445 -1.687 2.720
H 14.074 -0.693 2.332
H 14.612 -1.864 1.158
C 16.454 -3.702 -2.151
O 17.117 -4.121 -3.355
C 16.539 -5.346 -3.854
C 17.136 -5.668 -5.267
N 16.521 -4.689 -6.246
C 17.257 -4.642 -7.537
C 17.092 -5.994 -8.344
O 18.154 -6.883 -8.150
C 18.480 -7.789 -9.217
H 16.936 -2.870 -1.637
H 16.350 -4.505 -1.421
H 15.453 -3.357 -2.412
H 15.450 -5.345 -3.902
H 16.798 -6.159 -3.176
H 16.850 -6.690 -5.514
H 18.214 -5.521 -5.207
H 16.476 -3.804 -5.760
H 18.301 -4.449 -7.291
H 16.979 -3.825 -8.201
H 17.138 -5.651 -9.377
H 16.136 -6.502 -8.215
H 17.632 -8.301 -9.672
H 19.109 -8.556 -8.766
H 19.122 -7.285 -9.939
C 16.232 4.587 2.788
O 14.981 4.183 2.274
C 14.388 3.157 3.010
C 13.437 2.307 2.122
N 12.429 3.167 1.482
C 11.366 2.380 0.716
C 11.946 1.511 -0.376
O 12.627 2.315 -1.267
C 13.054 1.576 -2.395
H 16.963 3.794 2.635
H 16.263 4.845 3.847
H 16.695 5.415 2.252
H 13.886 3.764 3.763
H 15.126 2.560 3.546
H 13.027 1.605 2.848
H 13.941 1.656 1.408
H 11.896 3.585 2.231
H 10.694 3.036 0.163
H 10.744 1.751 1.354
H 11.143 1.000 -0.909
H 12.513 0.696 0.074
H 13.852 0.840 -2.291
H 13.259 2.359 -3.124
H 12.223 1.044 -2.860
C 21.145 -0.592 -0.746
O 22.111 -0.589 -1.766
C 21.579 -0.026 -2.934
C 22.446 -0.344 -4.134
N 22.477 -1.788 -4.400
C 21.153 -2.363 -4.676
C 21.283 -3.887 -4.783
O 22.103 -4.527 -3.725
C 23.445 -4.704 -4.056
H 20.806 0.412 -0.490
H 21.489 -1.185 0.101
H 20.216 -1.121 -0.960
H 21.629 1.051 -2.768
H 20.587 -0.389 -3.201
H 23.446 0.061 -3.981
H 22.189 0.312 -4.966
H 22.811 -2.252 -3.568
H 20.795 -1.846 -5.566
H 20.492 -2.220 -3.821
H 21.644 -4.151 -5.777
H 20.295 -4.340 -4.695
H 23.454 -5.330 -4.948
H 24.008 -5.188 -3.257
H 23.924 -3.743 -4.243
C 18.546 -3.602 2.594
C 19.610 -2.691 3.032
C 19.353 -2.065 4.380
O 18.314 -1.062 4.225
C 17.743 -0.679 5.461
N 20.817 -3.479 2.997
H 18.631 -3.890 1.546
H 17.524 -3.239 2.694
H 18.441 -4.559 3.106
H 19.783 -1.884 2.321
H 20.237 -1.628 4.845
H 18.997 -2.870 5.023
H 17.560 -1.564 6.071
H 16.800 -0.187 5.222
H 18.455 0.044 5.858
H 21.723 -3.033 3.021
H 20.804 -4.031 2.151
C 18.428 1.726 -3.681
C 17.754 3.074 -3.955
C 16.492 2.859 -4.830
O 16.925 2.550 -6.171
C 16.942 3.745 -6.964
N 17.475 3.725 -2.645
H 19.344 1.742 -3.090
H 18.621 1.215 -4.624
H 17.687 1.093 -3.192
H 18.395 3.742 -4.532
H 15.836 3.729 -4.800
H 15.918 2.010 -4.460
H 15.998 4.239 -7.192
H 17.287 3.455 -7.956
H 17.674 4.448 -6.568
H 16.688 4.335 -2.812
H 17.076 3.092 -1.967
C 20.490 3.523 0.024
C 19.667 4.782 0.455
C 20.473 6.011 0.067
O 21.572 6.115 0.953
C 22.255 7.333 0.900
N 18.342 4.762 -0.072
H 19.898 2.668 0.351
H 21.427 3.523 0.580
H 20.809 3.411 -1.012
H 19.681 4.786 1.545
H 19.923 6.949 0.152
H 20.767 5.859 -0.971
H 23.268 7.254 1.296
H 21.680 8.102 1.415
H 22.456 7.659 -0.121
H 17.890 3.906 0.217
H 18.562 4.535 -1.031



4.
Molecular formula: C6H10N2
Method: DFT, ωB97M-V/def2-TZVPD

The calculation puts the HOMO-LUMO gap at 9.49 eV. Its relative energy (zero: lowest compared OMol25 entry of this formula, charge and spin) is 77.8 kcal/mol. As for the spin multiplicity: 1. The calculation puts the total energy at -9361.065 eV.

Positions of all 18 atoms, in Å:
C -2.060 0.705 0.248
C 1.641 0.000 0.825
C 0.487 0.619 0.510
C 0.571 2.046 0.081
C -1.144 -1.069 -1.148
C -1.248 -0.476 0.238
N -2.525 1.748 0.080
N -1.447 -1.348 1.322
H 1.885 -1.023 1.122
H 2.498 0.667 0.633
H 0.561 1.929 -1.001
H -0.205 2.834 0.356
H 1.550 2.536 0.348
H -0.459 -1.903 -0.992
H -2.117 -1.247 -1.385
H -0.660 -0.308 -1.828
H -0.751 -2.065 1.430
H -1.505 -0.889 2.226



5.
Molecular formula: C4H15N2O
Method: DFT, ωB97M-V/def2-TZVPD

The calculation puts the HOMO-LUMO gap (spin up / spin down) at 3.08 / 10.50 eV. Its relative energy (zero: lowest compared OMol25 entry of this formula, charge and spin) is 53.8 kcal/mol. As for the spin multiplicity: 2. As for the expectation value of S²: 0.750. The calculation puts the total energy at -9414.853 eV.

Positions of all 22 atoms, in Å:
C -0.645 1.778 0.290
N -1.466 0.803 1.033
C -2.463 -0.029 0.320
C 0.524 1.038 -0.476
N 0.712 -0.322 0.152
C 2.012 -0.447 0.859
H -0.101 2.433 0.976
H -1.278 2.325 -0.406
H -1.686 1.182 1.939
H -3.153 0.569 -0.278
H -2.841 -0.813 0.952
H -1.832 -0.509 -0.442
H 1.495 1.512 -0.476
H 0.093 0.913 -1.454
H -0.133 -0.383 0.773
H 0.676 -0.944 -0.682
H 2.200 0.427 1.474
H 2.783 -0.627 0.110
H 1.959 -1.356 1.466
H 1.615 -2.209 -2.489
H 0.661 -3.147 -1.787
O 0.867 -2.190 -1.852